Density functional theory data (ωB97M-V with the def2-TZVPD basis set) for the ion C14H29ClFN4O4P2S with charge +1.

Geometry as ORCA input:
```
! RIJCOSX wB97M-V def2-TZVPD def2/J DEFGRID3
* xyz 1 1
H 3.021 3.331 -2.475
N 3.399 3.354 -1.518
C 2.499 2.949 -0.669
C 1.070 2.558 -1.138
C 0.497 1.100 -0.951
Cl -1.036 1.324 -2.046
C 0.044 0.672 0.537
C 1.097 1.123 1.670
C 0.669 2.335 2.582
C 0.523 3.764 1.932
S 0.091 4.907 3.371
C -1.417 1.090 0.949
P -2.070 0.179 2.488
O -2.977 1.205 3.166
O -0.907 -0.259 3.601
O -3.115 -1.095 2.046
O 0.038 -0.794 0.706
C -0.505 -1.509 -0.409
N -0.516 -2.933 -0.041
C -1.558 -3.587 -0.489
C -1.253 -4.963 -1.235
C -3.076 -3.220 -0.329
C 0.511 -1.379 -1.620
C -0.097 -1.861 -3.022
N 1.201 -0.010 -1.717
F 1.077 0.335 -3.073
P 2.947 -0.273 -1.502
N 3.446 -0.775 -0.083
H 2.860 2.974 0.400
H 1.050 2.769 -2.256
H 0.287 3.271 -0.732
H 2.154 1.186 1.258
H 1.212 0.259 2.402
H -0.264 2.161 3.196
H 1.492 2.439 3.362
H 1.488 4.211 1.545
H -0.337 3.898 1.222
H -1.142 5.467 3.112
H -2.225 0.775 0.212
H -1.586 2.185 1.118
H -0.638 -1.178 3.379
H -2.657 -1.949 2.153
H -1.499 -1.097 -0.742
H -2.175 -5.432 -1.670
H -0.395 -4.867 -1.951
H -0.905 -5.667 -0.411
H -3.292 -2.113 -0.411
H -3.630 -3.702 -1.190
H -3.526 -3.669 0.611
H 1.329 -2.143 -1.411
H -0.909 -1.191 -3.402
H -0.578 -2.877 -2.872
H 0.718 -2.048 -3.787
H 3.299 -1.305 -2.454
H 3.646 0.889 -1.940
H 2.619 -0.813 0.528
*
```

**SMILES string**: [H]/N=C\C[C@]1(Cl)[C@@](CCCS)(CP(=O)(O)O)O[C@H](N=C(C)C)[C@@H](C)[N@+]1(F)[PH2]=N
**Energy**: -73778.3447 eV
**Gap between HOMO and LUMO**: 6.91 eV
**Highest occupied orbital energy**: -0.417 Eh